C21H40Br2FNO8S | wB97M-V/def2-TZVPD

Cartesian coordinates (Å):
C 0.311 0.725 2.870
C -0.911 1.346 2.048
Br -0.700 1.321 0.069
C -2.074 1.883 2.646
Br -2.238 1.949 4.634
N -3.222 2.420 1.898
S -4.431 1.183 1.890
O -5.734 1.717 2.375
O -3.990 -0.071 2.593
F -4.655 0.729 0.272
H 0.127 -0.410 2.861
H 1.312 0.961 2.404
H 0.344 1.054 3.952
H -2.996 2.625 0.912
C -5.092 -1.665 -1.888
C -3.923 -2.452 -2.415
C -4.149 -3.909 -2.722
O -2.836 -1.932 -2.587
H -4.784 -0.634 -1.712
H -5.903 -1.668 -2.621
H -5.434 -2.094 -0.944
H -4.917 -4.012 -3.491
H -4.449 -4.438 -1.815
H -3.221 -4.349 -3.093
C 4.351 -1.612 3.473
C 3.986 -0.227 3.936
C 5.014 0.530 4.732
O 2.900 0.260 3.676
H 3.516 -2.037 2.912
H 5.224 -1.566 2.820
H 4.555 -2.251 4.335
H 5.918 0.671 4.136
H 5.248 -0.013 5.650
H 4.614 1.511 4.998
C -4.383 -1.335 -5.872
C -4.102 -2.541 -6.727
C -2.688 -2.735 -7.208
O -4.981 -3.328 -7.018
H -5.440 -1.323 -5.600
H -3.785 -1.380 -4.959
H -4.155 -0.423 -6.428
H -2.016 -2.841 -6.353
H -2.384 -1.886 -7.823
H -2.632 -3.643 -7.811
C 4.874 -1.653 -1.226
C 5.819 -2.136 -0.159
C 6.412 -3.509 -0.328
O 6.094 -1.443 0.803
H 4.525 -0.650 -0.974
H 5.388 -1.613 -2.188
H 4.010 -2.319 -1.286
H 6.995 -3.552 -1.250
H 5.617 -4.257 -0.349
H 7.073 -3.724 0.514
C -8.976 5.381 -0.394
C -8.011 5.279 0.758
C -7.323 3.957 0.971
O -7.797 6.228 1.487
H -9.396 6.388 -0.427
H -8.454 5.189 -1.334
H -9.790 4.666 -0.262
H -6.728 3.702 0.091
H -8.064 3.179 1.164
H -6.659 4.029 1.833
C 8.588 0.068 1.619
C 8.629 1.293 2.492
C 9.427 2.470 1.998
O 8.040 1.332 3.557
H 7.978 -0.698 2.100
H 8.142 0.315 0.654
H 9.598 -0.325 1.482
H 9.019 2.824 1.049
H 10.474 2.185 1.876
H 9.368 3.280 2.728

Atoms 1-6, force components in eV/Å:
-0.9410 -0.1600 -0.7539
-1.1668 0.8549 2.1794
-0.4635 0.0133 1.8670
2.6165 -0.8253 -1.3539
0.0135 0.0286 -2.1606
0.1987 -2.0380 0.2330

SMILES   C/C(Br)=C(\Br)NS(=O)(=O)F.CC(C)=O.CC(C)=O.CC(C)=O.CC(C)=O.CC(C)=O.CC(C)=O
Total charge   0
HOMO   -9.35 eV
E   -193930.5411 eV
Spin multiplicity   1
Relative energy (zero: lowest compared OMol25 entry of this formula, charge and spin)   41.4 kcal/mol
Gap between HOMO and LUMO   9.192 eV